This record from the Open Molecules 2025 dataset describes 23 unconnected molecules or ions with the total composition C50H120N20O41S6 in a non-equilibrium geometry. The level of theory is ωB97M-V/def2-TZVPD.

orbital gap: 0.3049 Ha
highest occupied orbital energy: -8.43 eV

CARTESIAN COORDINATES (ANGSTROEM)
S 2.9553 3.1285 -2.0059
S 4.3962 0.2291 4.4313
S 1.0032 -4.6796 2.8064
S -4.0750 1.6495 -6.0371
S -4.0517 -3.4317 -4.8499
S -2.2277 3.7257 -2.1343
O -1.0884 -3.3549 5.5651
O -4.7532 3.3618 2.3058
O -6.8052 -3.5521 4.7081
O 1.1714 -3.7731 -3.0993
O -1.5910 2.9331 -0.8651
O -3.8685 3.1156 -5.9997
O -6.5153 0.6424 0.6379
O -4.2664 1.0012 -4.7248
O -2.6638 -2.5340 -4.9619
O -0.1366 -3.8314 2.3941
O 1.8732 4.1784 -2.6596
O 3.7784 -6.0436 -2.0357
O 3.0766 0.2602 3.7459
O 0.6280 -5.8695 3.5487
O -3.9642 -3.3955 1.6282
O 5.0881 -1.3228 4.4877
O 2.6447 1.7438 -2.2711
O 0.7129 -0.1351 -5.3962
O -4.9479 -3.2008 -5.9617
O 1.7670 -5.0482 1.3916
O 4.7726 -0.8414 -2.2105
O 4.3524 3.5542 -2.2872
O -1.1193 4.2426 2.5991
O 5.6919 0.6773 3.5670
O 4.4340 0.8730 5.7399
O -3.0041 0.7263 3.9808
O 2.2471 -3.7809 3.4272
O -1.3457 -0.5978 -0.7829
O -4.4212 -2.3339 -3.6445
O 2.5699 3.5864 -0.4605
O -2.2632 5.1633 -1.7552
O -2.8864 0.8595 -6.9191
O 0.1851 1.2313 5.7670
O -3.8929 -4.7754 -4.2304
O -5.2148 1.2083 -7.1178
O 4.0052 6.0262 3.5891
O 7.8626 5.0057 -0.1771
O -1.6610 3.3022 -3.4006
O -2.3826 -5.8278 -0.6843
O -3.7399 3.1273 -1.8015
O -0.4855 -4.9053 -5.5324
N -1.4509 -5.3474 -2.7012
N 1.3591 1.9387 7.5463
N 0.6483 -0.0619 7.4546
N 2.3050 -6.1193 -3.6815
N -2.8620 -5.3159 1.9412
N -2.5507 1.7130 5.9232
N -3.5790 5.2364 2.0894
N -1.8977 -1.4092 6.2899
N -0.0864 2.2942 3.2110
N 2.0233 -1.7948 -3.3164
N -5.6579 5.3326 1.7523
N 3.8165 -7.6726 -3.5672
N 0.1084 4.1332 4.3992
N -3.8436 -4.4255 3.5951
N 3.2654 -3.2795 -2.3622
N -4.5272 1.7809 5.0879
N -0.7681 -1.5252 4.4941
N -0.4212 -4.6665 -0.9636
N -4.8300 -0.5658 1.3604
N -6.3161 -1.4990 0.1110
C -1.4711 -5.3484 -1.4183
C 3.3304 -3.7082 2.4936
C 1.7079 5.2738 -1.7897
C 5.5338 0.2755 -0.3198
C 0.0687 -3.7145 -7.4047
C 0.4119 0.5522 0.3876
C 1.5175 4.5555 -0.4135
C 5.6984 0.1590 -2.6102
C 2.0917 -3.0149 -2.9090
C -2.2061 -2.0749 -3.7336
C 0.2088 1.2103 -5.2411
C -4.6487 4.5099 1.9903
C 7.2152 3.8666 0.0108
C -1.3039 -2.2021 5.4252
C -6.4920 -1.2270 4.6301
C -3.6059 -4.3086 2.3675
C -0.1775 -0.5641 1.2276
C 0.5408 -4.0060 -5.9404
C -4.8776 -0.0467 -7.7104
C 5.9459 4.2802 0.8538
C 6.5540 0.4340 -1.3850
C -7.2925 -1.4896 5.9171
C -6.7960 -2.4796 3.8169
C -3.2905 1.3735 4.9230
C -3.3440 -2.1945 -2.6811
C -0.1873 0.2400 -0.9815
C -2.5287 2.3852 -0.0134
C -3.3869 0.1645 -8.0438
C -3.7555 2.1206 -0.8347
C 0.9634 0.8822 -7.4671
C 6.8628 0.0824 3.9700
C -0.4082 3.5434 3.3505
C 3.7354 7.3358 4.1091
C 3.3347 -6.5844 -3.0432
C -0.9623 -1.5189 0.3261
C 6.9793 6.0800 -0.4105
C -7.2321 -3.0164 6.0122
C -1.1933 -5.3533 -6.6123
C 2.7941 -4.1065 1.1082
C 5.7664 5.7772 0.4384
C -5.9557 -0.3791 0.6650
C 1.6723 -0.0932 -6.5107
C 6.3808 -1.3048 4.0952
C 2.5456 7.8981 3.4249
C 4.6588 -0.8554 -0.8038
C -1.3180 -4.1532 -7.4458
C 0.6882 1.0373 6.8453
C 1.7536 6.6072 3.3756
C 2.8064 5.5631 3.0837
C 0.4192 1.9285 -6.5737
H -0.2533 -4.5296 0.0229
H 1.5938 1.4489 -8.1524
H 5.0677 3.6925 0.5866
H -4.2798 -1.4086 1.4443
H -0.7251 -4.9017 -3.2441
H 3.6296 -0.7294 -0.4674
H 1.1328 -0.2255 8.3255
H -8.3582 -1.2973 5.7931
H 3.8517 -2.5047 -2.0867
H 6.9276 3.5067 -0.9771
H 2.8512 5.5098 1.9960
H 0.5293 -3.1511 -5.2642
H -0.4776 1.7118 2.4844
H -4.5962 2.2767 5.9651
H -1.5470 1.6087 5.8805
H -3.3081 -5.1390 4.0687
H 4.2150 -4.2768 2.7803
H 0.2535 -4.2420 -1.5839
H -3.4889 -1.2389 -2.1770
H -3.1568 0.7905 -8.9060
H -6.0802 -2.6399 3.0106
H -2.2667 -5.6838 -3.1925
H 0.9375 5.9473 -2.1651
H 2.3522 -3.2842 0.5455
H -6.6048 -3.4992 6.7616
H 3.6071 7.2963 5.1908
H 0.7597 1.6888 -4.4315
H 1.0765 2.7683 -6.3485
H -1.6928 -4.3630 -8.4476
H -5.3113 -0.1614 -8.7039
H -7.7488 -2.4330 3.2895
H -2.7105 4.7354 2.2109
H -6.9908 -0.9433 6.8108
H 0.1628 0.3976 -8.0260
H 4.9580 -1.7517 -0.2605
H 7.0001 -1.9553 4.7129
H -3.6634 1.1429 -1.3077
H -2.8804 -0.7994 -8.0936
H 0.9225 6.6202 2.6705
H 0.0708 5.1410 4.4547
H 1.4837 0.7494 0.3644
H -0.0342 -0.6419 6.9878
H 0.6762 3.8654 -0.3495
H 6.3065 -0.0062 -3.4996
H 0.6895 3.6077 5.0365
H 7.5182 0.1492 3.1016
H -4.6936 2.2170 -0.2880
H 1.6574 -1.0597 -7.0147
H 4.9363 1.1872 -0.3239
H 0.2797 -2.6807 -7.6784
H 1.5714 5.3759 0.3021
H 0.4832 -0.3264 -1.6278
H 5.6705 6.3457 1.3634
H 1.2712 -1.5003 -3.9228
H 3.7205 -2.6911 2.4539
H -0.5718 2.2831 -6.8570
H -5.0829 1.8106 4.2451
H -3.6317 6.2442 2.1312
H -2.2641 -0.5637 5.8764
H -1.8540 -1.0557 -3.8928
H 4.5906 7.9698 3.8748
H -2.1547 -5.6847 -6.2200
H 4.9855 0.9349 -2.8892
H 7.5195 6.9838 -0.1289
H -2.2727 -1.7339 7.1697
H 6.9266 1.4438 -1.5568
H -4.2824 -3.6599 4.0864
H 2.8866 8.2662 2.4573
H 2.6939 0.0958 -6.1811
H -5.7061 -2.3004 0.1865
H 4.8242 5.9912 -0.0663
H 4.5754 -8.1049 -3.0599
H -2.0381 -3.4634 -7.0056
H 1.3079 6.4522 4.3582
H 1.6087 2.8243 7.1297
H -3.3875 -3.0145 -1.9644
H 2.2814 -6.3977 -4.6521
H -2.7952 3.1365 0.7300
H -0.1894 -2.0949 3.8936
H -2.9333 2.4705 6.4708
H 6.3161 -1.6669 3.0692
H 1.7576 1.6821 8.4382
H 2.0520 8.7315 3.9249
H 5.9776 4.2246 1.9419
H -5.4394 6.2896 1.5148
H -7.0755 -1.6112 -0.5454
H 3.5535 -8.0737 -4.4560
H 5.9070 -0.0186 0.6612
H -6.8126 -0.2820 4.1918
H -2.2135 1.5543 0.6178
H -2.7912 -5.3723 0.9353
H 2.4905 4.5900 3.4596
H -8.2510 -3.4021 6.0456
H 2.6115 5.8832 -1.8049
H -4.9432 -1.0198 -7.2238
H -1.3347 -2.6057 -3.3500
H -1.0224 -0.5502 4.4245
H 0.6864 -4.2437 -8.1303
H 7.3990 -0.2536 -1.4233
H 1.4741 -4.5497 -5.7940
H -0.3775 1.1237 -1.5906
H 3.3977 -4.2035 -1.9762
H -0.0507 1.5098 0.6268
H 7.9399 3.2324 0.5213
H -0.3376 -2.3389 -0.0280
H 2.8720 -1.2692 -3.1629
H 6.8364 6.0850 -1.4911
H -1.8859 -1.9143 0.7486
H 7.3282 0.4667 4.8776
H 3.6250 -4.5557 0.5643
H -0.9171 -0.1880 1.9345
H -6.6097 5.0203 1.6234
H 0.5660 -1.1596 1.7574
H 0.6000 1.8892 3.8314
H 1.9509 -5.2452 -3.3202
H -5.4819 -1.0561 5.0023
H -2.7298 -6.1440 2.5041
H -4.2875 0.2821 1.4435
H -0.8652 1.3103 -5.0838
H -0.5784 -6.1566 -7.0181

This record from the Open Molecules 2025 dataset describes 3 unconnected molecules or ions with the total composition C3H13NO3 in a non-equilibrium geometry. The level of theory is ωB97M-V/def2-TZVPD.

orbital gap: 0.3548 Ha
SMILES: NCCCO.O.O
ΔE to the lowest compared entry with this formula, charge and spin: 0.775 eV
highest occupied orbital energy: -9.14 eV

CARTESIAN COORDINATES (ANGSTROEM)
O 0.0405 3.9200 0.3051
O -0.8855 1.5122 -1.2315
O -2.2408 -2.9131 -0.9391
N 2.0991 -1.4933 1.3540
C 0.7914 -1.2990 0.7130
C -0.6557 0.1922 -0.7567
C 0.5886 0.0706 0.1009
H -2.7308 -3.2678 -1.6882
H -0.6096 2.1196 -0.5341
H 0.5636 0.8456 0.8808
H 0.2318 4.8164 0.0083
H 1.4885 0.3298 -0.4792
H 0.0070 -1.5422 1.4352
H -0.6777 4.0230 0.9383
H 0.6905 -2.0959 -0.0285
H -1.5223 -0.0940 -0.1414
H -1.5149 -2.4122 -1.3250
H 2.7918 -1.1177 0.7076
H 2.1693 -1.0751 2.2653
H -0.6247 -0.5192 -1.5848

This record from the Open Molecules 2025 dataset describes a molecular structure, C39H36ClN3O10PRuS3Te in a non-equilibrium geometry. The level of theory is ωB97M-V/def2-TZVPD.

total charge: -2
orbital gap (alpha / beta): 0.1497 / 0.2174 Ha
multiplicity: 6
ΔE to the lowest compared entry with this formula, charge and spin: 1.293 eV
highest occupied orbital energy (alpha / beta): -0.47 / -2.32 eV

CARTESIAN COORDINATES (ANGSTROEM)
Te 1.9183 0.0242 1.2176
Ru -0.4675 0.6707 0.6201
Cl 2.6744 7.9791 -2.9895
S -0.8485 5.0404 2.5460
S -3.6005 1.9197 3.2582
S -0.1299 1.4678 3.6034
P 1.7712 -2.2850 -0.6399
O -4.6412 -5.3147 -0.2587
O -0.8027 -1.5626 -0.7528
O -4.2289 1.5637 -1.3384
O -1.8409 -2.8501 2.5995
O -5.6982 0.3107 -2.3162
O -2.7447 0.5499 0.4896
O -5.8952 -4.3198 -1.7156
O -1.3671 -0.7584 2.2633
O 0.6440 2.9679 0.9854
O -0.3136 2.4375 -0.9215
N -2.0428 -1.7968 1.9589
N -5.0317 -4.2892 -0.8290
N -4.7665 0.4603 -1.5022
C -0.5034 -4.8214 -3.7689
C -3.5442 -2.9961 0.5671
C -2.5447 4.3721 2.4439
C 0.7845 4.5583 -2.2616
C 4.7071 0.0041 -3.3618
C 0.3918 3.2012 -0.2170
C -4.3239 -0.6619 -0.7904
C 3.2196 -5.3336 1.6703
C 0.6748 3.0735 3.9591
C 3.5182 0.5824 -2.9462
C 2.6620 -0.1249 -2.1257
C -0.8094 -4.8951 -2.4194
C 5.0197 -1.2862 -2.9696
C 2.2076 6.4592 -0.8114
C 4.1507 -2.0037 -2.1654
C 2.8752 -3.3697 0.3195
C 2.9717 -1.4176 -1.7183
C -2.9844 -1.7744 0.9436
C -2.6349 2.9022 2.0718
C 1.6904 5.3525 -0.1712
C 0.9722 4.4008 -0.8890
C 4.3982 -4.8032 2.1683
C -0.0578 -4.1969 -1.4963
C 4.8263 -3.5641 1.7249
C 1.0255 -3.4163 -1.9012
C 2.4629 -4.6244 0.7557
C -1.3871 1.2100 4.9076
C 4.0704 -2.8483 0.8168
C -1.2942 0.2107 -2.2943
C -0.8130 -0.3855 -1.0102
C -0.1447 4.3451 4.0842
C -4.4839 -3.0507 -0.4568
C 1.3134 -3.3338 -3.2608
C 2.0195 6.5909 -2.1784
C -4.8884 -1.8904 -1.1121
C -2.6496 2.0496 4.8151
C 0.5660 -4.0467 -4.1810
C 1.3236 5.6445 -2.9159
C -3.3091 -0.5440 0.2423
H -0.9144 1.3342 5.8875
H -0.4735 0.6981 -2.8175
H 1.3395 3.1592 3.0997
H -2.4456 3.1053 4.9778
H 4.3871 -3.0205 -1.8820
H 1.2233 5.7603 -3.9852
H -5.6286 -1.9397 -1.8955
H -1.6276 0.1593 4.7522
H 5.7396 -3.1369 2.1156
H 5.3810 0.5631 -3.9960
H -3.2375 -3.8984 1.0693
H -2.9977 4.9978 1.6724
H -3.0427 4.5870 3.3935
H -1.7273 -0.5700 -2.9233
H 1.5351 -5.0389 0.3928
H 1.7493 0.3391 -1.7740
H -1.1086 -5.3444 -4.4969
H -0.9421 4.2587 4.8189
H -3.3536 1.7221 5.5847
H 5.9512 -1.7341 -3.2914
H 2.1180 -2.7037 -3.6124
H 2.8715 -6.2917 2.0284
H 3.2661 1.5886 -3.2460
H 4.3928 -1.8650 0.5047
H 1.2613 2.9383 4.8708
H -2.0378 0.9841 -2.0786
H 1.8261 5.2049 0.8892
H -1.6460 2.4368 1.9688
H 2.7556 7.2142 -0.2704
H 0.8091 -3.9806 -5.2336
H -1.6622 -5.4681 -2.0895
H -0.3453 -4.2123 -0.4558
H -3.1693 2.7522 1.1310
H 0.5222 5.1429 4.4193
H 4.9650 -5.3449 2.9139
H 0.1989 3.8198 -2.7883

This record from the Open Molecules 2025 dataset describes a molecular structure, C7H8Cl2CoN2O3STi in a non-equilibrium geometry. The level of theory is ωB97M-V/def2-TZVPD.

total charge: +4
orbital gap (alpha / beta): 0.1460 / 0.1499 Ha
multiplicity: 6
highest occupied orbital energy (alpha / beta): -22.52 / -22.21 eV

CARTESIAN COORDINATES (ANGSTROEM)
Co 0.6874 -0.8361 -1.0999
Ti 1.1073 -1.5976 -4.8310
Cl 2.0457 -1.1400 -2.7696
Cl -0.6915 -1.0414 -2.8353
S 0.5066 -1.9915 0.7495
O 0.2839 1.8073 0.2492
O 1.7885 -0.0153 -7.4220
O 2.9528 -3.1509 -6.8540
N -1.4923 -0.5360 1.8757
N 0.2488 -0.9298 3.3093
C 2.2865 -2.6277 -6.0352
C -0.3370 -0.0333 4.3431
C -0.3788 -1.2349 2.1229
C 0.5264 0.9105 -0.5018
C 1.5605 -0.5309 -6.3594
C -2.3701 -0.0078 2.9252
C -1.8431 -0.1039 4.3579
H -2.2606 0.8489 4.7336
H -0.1475 1.0554 4.2453
H -2.1623 -0.9523 5.0126
H -2.6232 1.0328 2.6483
H -1.7873 -0.4928 0.8794
H -3.3321 -0.5103 2.8649
H 1.1747 -1.2922 3.4304
H 0.0693 -0.3397 5.3125

For reference, E by record: -8546.1000; -402.5520; -4783.1976; -4155.7027 hartree.